No. 1
65
Properties=species:S:1:pos:R:3 method="wB97M-V/def2-TZVPD" homo_energy_ev=-10.2 smiles="O=C(O)C[Si@H](Br)CCC(F)(F)C(F)(F)C(F)(F)C(F)(F)C(F)(F)C(F)(F)C(F)(F)C(F)(F)F.CC(C)O.CC(C)O" lumo_ev=0.4478 charge=0 total_energy_ha=-5562.5669 spin_multiplicity=1
O 4.0381 2.8391 3.9099
C 4.0359 3.9520 3.4464
O 4.4802 5.0238 4.1331
C 3.5600 4.2748 2.0617
Si 2.2773 3.0158 1.4898
Br 3.2863 1.3504 0.3814
C 1.0263 3.7818 0.3205
C -0.0170 4.5926 1.1206
C -1.4195 4.5714 0.5220
F -2.0254 5.7839 0.6902
F -1.3939 4.3185 -0.8174
C -2.3018 3.4904 1.2082
F -2.4988 3.8783 2.4937
F -1.5983 2.3331 1.2004
C -3.7111 3.2581 0.5847
F -4.3564 4.4435 0.6255
F -3.5970 2.8924 -0.7111
C -4.5948 2.2048 1.3669
F -3.8598 1.5347 2.2822
F -5.5584 2.8731 2.0232
C -5.3247 1.1520 0.4728
F -5.9882 1.7978 -0.4933
F -6.2367 0.5499 1.2624
C -4.4114 0.0346 -0.1676
F -3.1114 0.3942 -0.0934
F -4.7440 -0.0893 -1.4621
C -4.5389 -1.3633 0.4948
F -4.4077 -1.2532 1.8262
F -5.7428 -1.8752 0.2055
C -3.4560 -2.3794 0.0178
F -3.8443 -3.6012 0.3601
F -3.2860 -2.3318 -1.3011
F -2.2965 -2.1290 0.6031
H 4.5568 4.7509 5.0617
H 4.4161 4.2091 1.3827
H 3.1789 5.2955 1.9937
H 1.5616 2.4206 2.6290
H 1.5333 4.4490 -0.3796
H 0.5754 2.9539 -0.2261
H 0.2891 5.6364 1.2050
H -0.0823 4.2128 2.1452
C 6.4993 -2.5859 0.4042
C 6.0543 -1.4835 -0.5440
C 6.1088 -1.9319 -1.9964
O 6.8434 -0.3105 -0.3534
H 7.5365 -2.8662 0.1989
H 6.4452 -2.2439 1.4376
H 5.8774 -3.4759 0.2982
H 5.0340 -1.1871 -0.2968
H 7.1341 -2.1924 -2.2743
H 5.7794 -1.1289 -2.6559
H 5.4765 -2.8045 -2.1666
H 7.7566 -0.5348 -0.5628
C -2.0328 -6.7184 -1.9820
C -1.9932 -6.1181 -3.3788
C -0.8029 -5.1879 -3.5558
O -3.2138 -5.4301 -3.6474
H -2.1285 -5.9165 -1.2438
H -2.8965 -7.3743 -1.8736
H -1.1314 -7.2882 -1.7530
H -1.9441 -6.9130 -4.1245
H -0.8621 -4.3583 -2.8453
H -0.7929 -4.7652 -4.5605
H 0.1380 -5.7140 -3.3889
H -3.2978 -4.7177 -3.0039



No. 2
56
Properties=species:S:1:pos:R:3 method="wB97M-V/def2-TZVPD" homo_energy_ev=-13.2 lumo_ev=-7.1696 charge=+2 e_above_lowest_kcal_mol=1.9 total_energy_ha=-2575.5599 spin_multiplicity=1
Rh 0.7779 -0.6015 -0.3959
Cl 6.0196 0.3323 4.0000
C 4.4552 0.1755 3.2981
C 3.3451 0.1865 4.0940
C 2.0505 0.0269 3.5515
I 0.4509 0.0310 4.8691
C 1.8641 -0.1532 2.2023
O 0.6828 -0.3753 1.5972
C 3.0153 -0.1159 1.3827
N 2.7888 -0.2643 0.0376
C 3.8210 -0.3132 -0.7973
C 5.1396 -0.1932 -0.3603
C 5.3861 -0.0135 0.9777
C 4.3175 0.0234 1.8938
H 3.4611 0.3078 5.1617
H 3.5899 -0.4452 -1.8456
H 5.9461 -0.2433 -1.0766
H 6.3988 0.0936 1.3426
N -0.8595 -1.7055 -0.0232
C -2.1118 -1.0541 -0.4904
C -3.3810 -1.5687 0.2052
C -3.9106 -0.7830 1.4106
C -2.9559 -0.6300 2.6013
N -1.9583 0.4277 2.4411
C -2.2232 1.7260 2.3962
N -3.4024 2.2049 2.7836
N -1.2496 2.5642 2.0225
C -1.8705 0.4421 -0.4446
O -2.7420 1.2697 -0.4503
O -0.5866 0.7707 -0.4227
H -0.7716 -2.6219 -0.4583
H -0.8288 -1.8259 0.9896
H -2.1832 -1.2755 -1.5591
H -3.1986 -2.6072 0.4993
H -4.1762 -1.5925 -0.5390
H -4.8023 -1.3041 1.7618
H -4.2248 0.2036 1.0706
H -2.3939 -1.5465 2.7892
H -3.5299 -0.4467 3.5129
H -0.9960 0.1658 2.2302
H -4.1167 1.6046 3.1553
H -3.6112 3.1859 2.7136
H -0.5189 2.1907 1.4327
H -1.4679 3.5366 1.8808
S 1.0404 -1.3102 -2.6043
C 0.4452 -0.5154 -4.0034
N 0.1046 -1.1912 -5.0897
C -0.2959 -0.3079 -6.1933
C -0.1749 1.0952 -5.5562
N 0.3072 0.7857 -4.2030
H 0.1884 -2.1915 -5.1593
H -1.3129 -0.5362 -6.5051
H 0.3684 -0.4360 -7.0455
H -1.1289 1.6168 -5.5117
H 0.5429 1.7251 -6.0775
H 0.4768 1.4763 -3.4922



No. 3
53
Properties=species:S:1:pos:R:3 method="wB97M-V/def2-TZVPD" homo_energy_ev="-17.2 / -17.1" lumo_ev="-9.0518 / -11.8499" s2=6.03 charge=+3 total_energy_ha=-7323.0236 spin_multiplicity=5
Co -0.3494 0.3970 -0.5925
N 1.2880 -2.6359 1.0418
C 2.3002 -1.8993 1.9080
C 1.5576 -1.0821 2.9553
C 1.0744 0.2990 2.5152
N -0.1601 0.2841 1.6622
C 2.1874 1.0667 1.8130
C 2.7951 0.3196 0.6335
N 1.8550 0.3291 -0.5495
C 3.2617 -1.0729 1.0584
H 0.6669 -3.2129 1.6151
H 1.7513 -3.2617 0.3790
H 0.6901 -1.9887 0.5226
H 2.8522 -2.7057 2.3879
H 2.2650 -0.9176 3.7714
H 0.7457 -1.6669 3.4004
H 0.8320 0.8251 3.4397
H -0.6021 1.1909 1.7977
H -0.8492 -0.3495 2.0628
H 2.9802 1.2628 2.5385
H 1.8322 2.0478 1.4966
H 3.6923 0.8524 0.3169
H 2.2548 -0.2432 -1.2927
H 1.9308 1.2717 -0.9382
H 4.1348 -0.9119 1.6952
H 3.6383 -1.6502 0.2068
Se -3.4671 1.1886 -1.0824
Se -3.4192 -0.1508 0.8456
C -2.5864 -1.6364 -0.0448
C -3.3165 -2.8119 -0.1596
C -2.8151 -3.8482 -0.9311
C -1.6090 -3.6691 -1.5955
C -0.9361 -2.4788 -1.4144
N -1.3791 -1.4846 -0.6190
C -2.3286 2.6192 -0.5256
C -2.8539 3.8979 -0.4909
C -2.0180 4.9565 -0.1554
C -0.6945 4.6961 0.1539
C -0.2527 3.3898 0.1118
N -1.0387 2.3537 -0.2311
H -4.2825 -2.8925 0.3198
H -3.3809 -4.7638 -1.0487
H -1.2074 -4.4290 -2.2520
H -0.0019 -2.2954 -1.9398
H -3.8989 4.0607 -0.7154
H -2.4029 5.9678 -0.1246
H -0.0112 5.4880 0.4268
H 0.7759 3.1584 0.3540
N -0.2216 -0.1985 -7.2064
C -0.2969 0.2964 -6.1159
N -0.3217 0.8977 -5.0274
C -0.3186 0.6172 -3.7622
N -0.3414 0.5235 -2.6146



Question: Which of these has the lowest charge?
Answer: C18H24BrF17O4Si